Below is a cluster of 2 separate species, C11H20Cl3N2O in total in a non-equilibrium geometry, with properties calculated with the ωB97M-V functional and the def2-TZVPD basis.

Structure (ORCA input):
```
! RIJCOSX wB97M-V def2-TZVPD def2/J DEFGRID3
* xyz 1 1
H -2.402 -1.990 2.055
H 0.239 0.711 2.251
Cl 4.915 1.891 -5.723
C 0.377 0.635 -2.228
H -1.049 -1.638 3.119
C 0.567 1.856 -0.408
H 1.218 -3.183 1.176
H -0.299 -3.427 -0.361
H -1.625 -3.643 0.815
H 2.197 1.395 -1.719
H -0.648 0.714 3.791
H 1.023 2.440 0.361
C 0.879 -2.269 1.643
C -0.481 -1.799 1.066
Cl 4.207 1.384 -2.959
Cl 2.252 2.545 -4.772
H -0.262 -0.988 0.372
H 4.306 3.441 -4.088
H -1.743 -2.494 -0.541
H -0.948 1.984 2.674
C -0.706 0.932 2.733
H 1.632 -1.518 1.408
H -2.650 0.197 2.902
C -1.845 0.076 2.184
N -0.805 0.737 -1.642
H -3.433 0.918 1.003
N 1.213 1.327 -1.477
H -2.482 -0.212 0.100
C 3.968 2.450 -4.362
O -1.736 1.752 0.303
C -1.083 -2.936 0.204
C -0.720 1.492 -0.492
H 0.864 -2.339 2.723
H -1.640 0.293 -1.999
C -2.422 0.576 0.845
C -1.492 -1.405 2.158
H 0.615 0.097 -3.115
*
```

Computed properties:
Gap between HOMO and LUMO: 10.58 eV
LUMO energy: -2.7 eV
E_tot: -54319.8114 eV

***

Below is an isolated molecule of C5H4F3NO in a non-equilibrium geometry, with properties calculated with the ωB97M-V functional and the def2-TZVPD basis.

Structure (ORCA input):
```
! RIJCOSX wB97M-V def2-TZVPD def2/J DEFGRID3
* xyz 0 1
C -1.603 1.102 -0.071
C 1.966 -0.201 0.032
O 0.485 2.091 0.362
F 2.482 0.658 -0.861
H -2.210 0.174 0.366
C -0.255 -1.259 -0.075
H -1.949 1.977 0.443
H -1.750 0.967 -1.160
F 2.503 -1.347 -0.405
N 0.524 -0.168 0.027
F 2.536 0.019 1.228
C -0.967 -2.219 -0.110
H -1.627 -2.918 0.140
C -0.136 1.124 0.085
*
```

Computed properties:
Structure (SMILES): C#CN(C(C)=O)C(F)(F)F
Gap between HOMO and LUMO: 10.68 eV
Energy relative to the best compared isomer or geometry (same formula, charge and spin): 147.6 kJ/mol
LUMO energy: 0.7 eV
E_tot: -16937.6091 eV

***

Below is an isolated molecule of C5H12O, with properties calculated with the ωB97M-V functional and the def2-TZVPD basis.

Structure (ORCA input):
```
! RIJCOSX wB97M-V def2-TZVPD def2/J DEFGRID3
* xyz 0 1
H 0.766 1.209 -0.201
C 0.522 0.183 0.129
O -0.732 -0.207 -0.371
H 0.486 0.205 1.233
H -1.643 0.834 1.147
H -3.614 -0.210 0.663
C 1.601 -0.778 -0.330
C -1.739 0.682 0.060
H 1.634 -0.785 -1.426
H 3.235 0.637 -0.069
H -3.761 0.831 -0.764
C -3.117 0.106 -0.258
H 2.930 -0.384 1.343
C 2.956 -0.376 0.247
H 3.750 -1.056 -0.074
H -1.593 1.669 -0.409
H 1.330 -1.792 -0.013
H -3.013 -0.767 -0.908
*
```

Computed properties:
Structure (SMILES): CCCOCC
Gap between HOMO and LUMO: 10.94 eV
Energy relative to the best compared isomer or geometry (same formula, charge and spin): 61.8 kJ/mol
LUMO energy: 1.2 eV
E_tot: -7426.6703 eV

***

Below is a cluster of 2 separate species, C2 in total in a non-equilibrium geometry, with properties calculated with the ωB97M-V functional and the def2-TZVPD basis.

Structure (ORCA input):
```
! RIJCOSX wB97M-V def2-TZVPD def2/J DEFGRID3
* xyz 0 1
C -0.954 -0.092 0.790
C 0.954 0.092 -0.790
*
```

Computed properties:
Gap between HOMO and LUMO: 6.07 eV
Energy relative to the best compared isomer or geometry (same formula, charge and spin): 631.4 kJ/mol
LUMO energy: -2.2 eV
E_tot: -2058.1878 eV

***

Below is an isolated molecule of C4H6O2 in a non-equilibrium geometry, with properties calculated with the ωB97M-V functional and the def2-TZVPD basis.

Structure (ORCA input):
```
! RIJCOSX wB97M-V def2-TZVPD def2/J DEFGRID3
* xyz 0 1
H -1.731 1.406 -0.237
H 1.310 -1.419 0.574
C 1.213 -0.461 0.028
H 2.169 0.072 0.090
O 1.541 -0.387 -2.372
H -2.191 0.772 1.327
C -0.203 0.061 0.625
C -1.328 1.199 0.759
O -0.836 -0.926 0.928
H -1.016 2.101 1.266
H 0.127 -1.578 -1.561
C 0.946 -0.841 -1.427
*
```

Computed properties:
Structure (SMILES): CC(=O)CC=O
Gap between HOMO and LUMO: 10.11 eV
Energy relative to the best compared isomer or geometry (same formula, charge and spin): 227.9 kJ/mol
LUMO energy: 0.6 eV
E_tot: -8338.0992 eV

***

Below is a structure of composition C5H9IrMgO4 in a non-equilibrium geometry, with properties calculated with the ωB97M-V functional and the def2-TZVPD basis.

Structure (ORCA input):
```
! RIJCOSX wB97M-V def2-TZVPD def2/J DEFGRID3
* xyz 2 5
H -0.898 -0.766 -3.608
C 1.406 0.046 0.354
H 0.696 -0.957 2.184
H 2.492 -0.093 0.263
Mg -1.602 1.692 -2.819
O -1.011 -0.115 -2.888
H -0.007 3.792 -0.723
O 1.190 1.252 1.148
H 1.387 -2.038 0.922
H -1.402 -2.314 2.140
H 1.430 3.284 1.047
O -0.527 -1.325 0.550
H -2.212 -2.463 0.546
Ir -0.216 -0.125 -1.046
C -1.244 -2.429 1.057
H -0.694 -3.366 0.871
C 0.090 2.736 -0.453
C 0.809 -1.116 1.098
C 0.922 2.445 0.562
O -0.608 1.859 -1.204
*
```

Computed properties:
<S²>: 6.014
Gap between HOMO and LUMO (alpha / beta): 4.89 / 5.86 eV
Energy relative to the best compared isomer or geometry (same formula, charge and spin): 3.9 kJ/mol
LUMO energy (alpha / beta): -9.7 / -10.4 eV
E_tot: -21782.3235 eV

***

Below is an isolated molecule of C6H12O3 in a non-equilibrium geometry, with properties calculated with the ωB97M-V functional and the def2-TZVPD basis.

Structure (ORCA input):
```
! RIJCOSX wB97M-V def2-TZVPD def2/J DEFGRID3
* xyz 0 1
H -0.411 -1.525 -2.474
H -1.628 1.686 1.234
H 0.131 1.844 1.331
O -1.853 -0.818 0.798
C 1.836 -0.543 1.226
H -0.760 1.009 2.614
C -0.548 -0.158 0.797
H 1.066 -1.325 -1.520
H -0.745 1.020 -2.558
O -2.068 -0.420 -0.612
H 2.331 -0.482 2.198
C -0.023 -1.416 -1.455
C -0.708 1.171 1.531
C -0.361 1.084 -1.534
H 1.906 0.428 0.728
H -0.252 -2.342 -0.915
C -0.638 -0.198 -0.768
H -0.827 1.956 -1.068
O 0.489 -0.951 1.425
H 0.717 1.274 -1.593
H 2.346 -1.294 0.617
*
```

Computed properties:
Structure (SMILES): CO[C@]1(C)OOC1(C)C
Gap between HOMO and LUMO: 10.21 eV
Energy relative to the best compared isomer or geometry (same formula, charge and spin): 432.1 kJ/mol
LUMO energy: 0.8 eV
E_tot: -12555.3709 eV

***

Below is an isolated molecule of C5H4O3 in a non-equilibrium geometry, with properties calculated with the ωB97M-V functional and the def2-TZVPD basis.

Structure (ORCA input):
```
! RIJCOSX wB97M-V def2-TZVPD def2/J DEFGRID3
* xyz 0 1
H 0.018 -0.547 -1.489
C -0.309 -0.973 -0.557
C 0.655 -0.841 0.471
O -1.106 1.091 -0.207
C 1.254 0.535 0.265
H 0.423 2.393 -0.415
O -2.585 -0.608 0.356
H 0.201 -0.962 1.423
C -1.551 -0.269 -0.080
H 2.198 0.931 0.611
O 0.521 -2.097 -0.237
C 0.283 1.347 -0.141
*
```

Computed properties:
Structure (SMILES): O=C1OC=C[C@@H]2O[C@@H]12
Gap between HOMO and LUMO: 10.87 eV
Energy relative to the best compared isomer or geometry (same formula, charge and spin): 428.1 kJ/mol
LUMO energy: 0.8 eV
E_tot: -11387.9316 eV